*w*
ORCA calculation (ωB97M-V/def2-TZVPD) on a 2-piece molecular cluster, C2H8N2S2 overall.

Geometry as XYZ:
```
14
Properties=species:S:1:pos:R:3
H -0.133 1.407 -2.192
N -1.042 1.610 -1.840
C -1.670 0.523 -1.694
N -2.944 0.351 -1.182
H -1.099 -0.406 -1.813
H -3.579 -0.226 -1.694
H -3.305 1.227 -0.811
C -0.442 -1.191 1.541
S 1.282 -0.553 1.737
S 1.831 0.012 -0.155
H -0.904 -0.907 2.485
H -0.875 -0.627 0.723
H -0.431 -2.264 1.457
H 1.906 -1.184 -0.762
```

Output
structure (SMILES) = [H]/N=C/N.CSS
charge = 0
HOMO = -8.81 eV
HOMO-LUMO gap = 9.3 eV


*x*
ORCA calculation (ωB97M-V/def2-TZVPD) on C2H8N2S2 as an isolated structure.

Geometry as XYZ:
```
14
Properties=species:S:1:pos:R:3
C 0.970 -1.662 -0.264
C 0.022 1.833 0.545
N 0.110 -0.741 -0.924
N -0.472 0.645 1.210
S -1.482 -1.131 -1.131
S -2.064 0.438 0.980
H 1.726 -1.032 0.307
H 0.470 -2.198 0.449
H 1.538 -2.219 -0.985
H -0.397 1.904 -0.450
H -0.173 2.858 1.188
H 1.055 1.739 0.408
H -1.800 0.021 -1.900
H -2.173 -0.862 1.269
```

Output
charge = 0
HOMO (spin up / spin down) = -7.83 / -7.86 eV
HOMO-LUMO gap (spin up / spin down) = 7.8 / 7.8 eV


Which structure is most stable, and how do the rest compare? From most to least stable: *w*, *x*.